{"formula": "C17H14ClN3O2S", "method": "ωB97M-V/def2-TZVPD", "gap_ev": 8.10, "lumo_ev": 0.2, "smiles": "Clc1ccc(C2=NN/C(=N/Cc3ccc4c(c3)OCO4)SC2)cc1", "charge": 0, "e_above_lowest_kcal_mol": 16.8, "symbols": ["Cl", "C", "C", "C", "C", "C", "N", "N", "C", "N", "C", "C", "C", "C", "C", "C", "C", "O", "C", "O", "S", "C", "C", "C", "H", "H", "H", "H", "H", "H", "H", "H", "H", "H", "H", "H", "H", "H"], "positions_angstrom": [[6.6811, 0.6910, -4.5144], [5.5354, 0.4218, -3.2517], [5.0785, -0.8641, -2.9981], [4.1670, -1.0716, -1.9853], [3.6998, -0.0094, -1.2048], [2.7396, -0.2879, -0.1384], [2.0754, -1.3811, -0.2180], [1.1508, -1.7005, 0.7022], [0.3448, -0.8603, 1.4259], [-0.6437, -1.3484, 2.0342], [-1.5554, -0.5351, 2.7717], [-2.8107, -0.1806, 2.0059], [-3.8342, 0.4736, 2.6776], [-5.0157, 0.8438, 2.0430], [-5.1321, 0.5325, 0.7103], [-4.1093, -0.1249, 0.0293], [-2.9413, -0.4910, 0.6520], [-4.4806, -0.3145, -1.2768], [-5.7715, 0.2432, -1.3953], [-6.1731, 0.7727, -0.1509], [0.7886, 0.8808, 1.3786], [2.5679, 0.6347, 1.0292], [4.1658, 1.2748, -1.4844], [5.0760, 1.4922, -2.5014], [5.4382, -1.6904, -3.5909], [3.8014, -2.0634, -1.7746], [0.7582, -2.6248, 0.5640], [-1.8379, -1.1044, 3.6637], [-1.0753, 0.4065, 3.0913], [-3.7112, 0.7042, 3.7250], [-5.8064, 1.3511, 2.5694], [-2.1627, -1.0049, 0.1149], [-6.4827, -0.5378, -1.7105], [-5.7585, 1.0457, -2.1508], [3.0120, 0.1849, 1.9220], [2.9885, 1.6239, 0.8800], [3.8059, 2.1277, -0.9302], [5.4273, 2.4897, -2.7138]], "mulliken_charge": [-0.21, 0.41, -0.74, -0.31, 0.86, 0.31, -0.50, -0.29, 0.67, -0.61, -0.87, 0.51, -0.81, -0.88, 0.98, 1.00, -1.22, -0.50, -0.24, -0.47, -0.14, -0.78, -0.40, -0.89, 0.40, 0.41, 0.33, 0.39, 0.40, 0.42, 0.41, 0.46, 0.24, 0.25, 0.38, 0.37, 0.25, 0.41]}